54
Properties=species:S:1:pos:R:3:forces:R:3 method="wB97M-V/def2-TZVPD" de_lowest_kj_mol=7.7 orbital_gap_ev=7.77
Pt -0.994 1.110 0.388 -0.108 0.440 0.134
O -1.364 3.416 2.222 0.008 0.034 0.042
C -2.440 3.897 1.447 -0.047 -0.009 0.007
C -2.219 3.814 -0.051 0.001 0.013 0.046
N -2.169 2.437 -0.609 0.071 -0.092 0.027
C -3.525 1.818 -0.667 -0.051 -0.005 0.054
C -3.708 0.573 0.226 0.078 -0.006 0.074
O -4.768 -0.002 0.191 -0.039 0.037 0.004
O -2.704 0.256 1.004 -0.062 -0.052 -0.066
C -1.436 2.479 -1.909 -0.075 0.044 -0.058
C 0.069 2.677 -1.636 0.035 -0.020 0.027
O 0.760 3.260 -2.437 -0.019 0.008 -0.012
O 0.488 2.172 -0.503 -0.022 -0.040 0.044
H -0.534 3.758 1.872 0.015 0.009 -0.008
H -2.653 4.947 1.677 -0.020 -0.010 0.017
H -3.312 3.311 1.743 0.004 0.008 0.010
H -1.284 4.315 -0.313 0.035 -0.033 0.039
H -3.029 4.348 -0.560 0.034 0.016 -0.042
H -3.775 1.559 -1.694 0.054 -0.047 0.007
H -4.266 2.541 -0.323 -0.028 0.012 -0.069
H -1.815 3.280 -2.549 0.021 0.023 0.020
H -1.574 1.522 -2.412 -0.003 0.012 -0.002
C 0.831 -5.869 0.559 -0.005 0.003 0.003
C 1.669 -5.183 -0.307 0.005 0.005 0.003
C 1.373 -3.878 -0.683 0.033 -0.016 0.045
C 0.231 -3.255 -0.195 0.022 0.041 -0.056
C -0.616 -3.953 0.662 -0.038 0.012 -0.003
C -0.314 -5.251 1.045 0.007 -0.006 0.004
As -0.302 -1.425 -0.705 0.114 -0.433 0.075
C 0.375 -0.581 0.975 0.098 -0.102 -0.284
C -0.206 -0.592 2.250 -0.148 0.135 -0.140
C 0.534 -0.172 3.356 0.087 0.054 0.050
C 1.843 0.234 3.187 -0.064 -0.010 0.055
C 2.446 0.239 1.927 -0.015 -0.001 -0.088
C 1.729 -0.165 0.821 0.054 0.006 0.069
C 2.243 -0.239 -0.555 -0.009 0.001 0.000
C 3.463 0.267 -0.985 0.008 0.000 -0.006
C 3.814 0.170 -2.322 0.003 0.003 0.009
C 2.950 -0.420 -3.236 -0.007 -0.005 -0.006
C 1.725 -0.919 -2.814 0.003 -0.005 -0.006
C 1.379 -0.840 -1.474 -0.021 0.017 -0.019
H 1.065 -6.884 0.852 0.000 -0.001 0.000
H 2.562 -5.661 -0.690 -0.001 -0.001 -0.001
H 2.044 -3.349 -1.348 -0.009 -0.003 -0.008
H -1.522 -3.484 1.034 -0.002 0.005 -0.010
H -0.976 -5.782 1.716 0.001 -0.001 0.000
H -1.228 -0.926 2.371 0.007 -0.035 0.018
H 0.080 -0.163 4.337 -0.011 -0.002 -0.005
H 2.416 0.556 4.047 0.002 -0.001 0.000
H 3.477 0.552 1.829 0.002 -0.002 0.002
H 4.131 0.758 -0.289 0.000 0.001 -0.002
H 4.760 0.574 -2.660 0.000 0.001 0.001
H 3.226 -0.478 -4.281 0.002 -0.001 0.000
H 1.047 -1.367 -3.531 0.001 -0.002 0.003